# 1
{"formula": "C40H65F6N4O2P3SSr", "method": "ωB97M-V/def2-TZVPD", "orbital_gap_ev": 4.862, "total_energy_ha": -3984.82644, "relative_energy_kcal_mol": 84.3, "molar_mass_g_mol": 960.6, "elements": ["Sr", "C", "C", "N", "C", "C", "C", "C", "C", "C", "C", "N", "C", "C", "N", "N", "H", "H", "H", "H", "H", "H", "H", "H", "H", "H", "H", "H", "H", "H", "H", "H", "H", "H", "C", "P", "C", "C", "C", "C", "C", "C", "C", "P", "C", "C", "H", "H", "H", "H", "H", "H", "H", "H", "H", "H", "H", "H", "H", "H", "H", "H", "O", "H", "H", "C", "C", "O", "C", "F", "F", "F", "C", "F", "F", "F", "H", "H", "H", "S", "C", "C", "C", "C", "C", "C", "H", "H", "H", "H", "H", "C", "C", "C", "P", "C", "C", "C", "C", "C", "C", "H", "H", "H", "H", "H", "H", "H", "H", "H", "H", "H", "H", "H", "H", "H", "H", "H", "H", "H", "H", "H"], "positions_angstrom": [[0.764, 1.579, 1.883], [1.951, 0.164, 4.977], [1.022, -0.950, 4.546], [1.050, -1.220, 3.096], [2.241, -1.733, 2.367], [3.507, -0.917, 2.314], [4.741, -1.551, 2.351], [5.859, -0.803, 2.075], [5.744, 0.570, 1.703], [4.458, 1.123, 1.825], [4.188, 2.638, 1.675], [3.282, 3.144, 2.804], [3.641, 2.810, 4.181], [2.361, 2.666, 4.974], [1.392, 1.529, 4.598], [3.392, 0.378, 2.100], [2.960, 0.144, 4.520], [2.071, -0.014, 6.078], [-0.046, -0.822, 4.847], [1.284, -1.900, 5.109], [0.256, -1.845, 2.883], [1.879, -1.746, 1.296], [2.511, -2.806, 2.537], [4.828, -2.654, 2.605], [6.843, -1.235, 2.078], [6.554, 1.230, 1.371], [3.622, 2.765, 0.699], [5.166, 3.166, 1.575], [3.230, 4.181, 2.751], [4.251, 3.557, 4.647], [4.230, 1.874, 4.208], [1.821, 3.599, 4.838], [2.587, 2.567, 6.021], [0.574, 1.731, 5.171], [0.347, 3.543, -2.233], [1.768, 4.127, -1.169], [1.055, 5.832, -0.876], [2.890, 4.663, -2.592], [3.474, 5.922, -2.748], [4.295, 6.183, -3.810], [4.643, 5.184, -4.698], [4.208, 3.865, -4.475], [3.309, 3.614, -3.432], [3.143, 1.859, -3.001], [4.890, 1.247, -2.835], [2.793, 1.087, -4.633], [0.553, 3.842, -3.281], [-0.624, 3.911, -1.891], [0.377, 2.445, -2.245], [0.994, 6.391, -1.794], [1.689, 6.317, -0.083], [0.028, 5.682, -0.513], [3.307, 6.675, -2.024], [4.616, 7.243, -3.932], [5.293, 5.418, -5.581], [4.608, 2.990, -5.080], [5.083, 0.442, -3.535], [4.942, 0.757, -1.837], [5.596, 2.080, -2.826], [3.619, 1.272, -5.381], [1.827, 1.310, -5.080], [2.840, 0.012, -4.341], [1.452, 0.354, -0.402], [1.946, 0.862, -1.003], [0.887, -0.210, -1.029], [-2.468, 4.845, 2.080], [-2.024, 3.389, 1.865], [-0.612, 3.352, 1.762], [-2.516, 2.398, 2.936], [-2.336, 2.948, 4.184], [-3.829, 2.088, 2.918], [-1.796, 1.194, 3.041], [-2.565, 2.808, 0.568], [-1.881, 1.632, 0.283], [-3.879, 2.514, 0.528], [-2.365, 3.561, -0.529], [-1.857, 5.141, 2.932], [-3.551, 4.862, 2.326], [-2.219, 5.356, 1.183], [3.435, -1.901, -3.166], [3.064, -3.112, -4.321], [1.828, -3.096, -4.966], [1.432, -4.211, -5.676], [2.252, -5.301, -5.814], [3.531, -5.272, -5.269], [3.932, -4.183, -4.469], [1.178, -2.201, -5.039], [0.520, -4.195, -6.279], [1.920, -6.178, -6.361], [4.190, -6.078, -5.514], [4.919, -4.149, -3.979], [-5.579, -1.580, 1.913], [-6.474, -2.652, 1.198], [-7.125, -3.543, 2.278], [-5.481, -3.580, -0.051], [-4.761, -5.193, 0.576], [-5.875, -6.162, 0.936], [-3.681, -5.049, 1.648], [-6.586, -4.111, -1.479], [-6.353, -2.997, -2.532], [-8.080, -4.303, -1.251], [-6.110, -1.271, 2.830], [-5.412, -0.685, 1.275], [-4.599, -1.964, 2.229], [-7.160, -2.081, 0.547], [-6.330, -4.188, 2.741], [-8.071, -4.063, 2.049], [-7.395, -2.808, 3.046], [-4.207, -5.561, -0.371], [-6.455, -6.460, 0.046], [-6.678, -5.744, 1.597], [-5.372, -7.053, 1.432], [-3.288, -4.020, 1.607], [-2.810, -5.735, 1.615], [-4.129, -5.155, 2.638], [-6.044, -5.003, -1.854], [-6.427, -1.949, -2.044], [-7.058, -3.113, -3.349], [-5.388, -3.116, -3.063], [-8.595, -3.473, -0.765], [-8.322, -5.267, -0.768], [-8.522, -4.469, -2.240]], "lowdin_charge": [1.436, -0.204, -0.223, -0.100, -0.143, -0.296, -0.016, -0.031, 0.016, -0.283, -0.125, -0.078, -0.229, -0.183, -0.101, 0.094, 0.100, 0.128, 0.129, 0.129, 0.125, 0.136, 0.129, 0.143, 0.107, 0.118, 0.074, 0.121, 0.129, 0.113, 0.117, 0.116, 0.108, 0.104, -0.286, 0.903, -0.301, -0.382, -0.118, -0.109, -0.086, -0.105, -0.429, 0.892, -0.281, -0.315, 0.054, 0.019, 0.005, 0.031, 0.045, 0.019, 0.082, 0.118, 0.116, 0.113, 0.002, 0.020, 0.035, 0.051, 0.034, -0.084, -0.182, -0.099, 0.111, 0.037, -0.480, -0.438, -0.464, 0.108, 0.153, 0.044, -0.520, 0.081, 0.152, 0.136, 0.097, 0.113, 0.076, 0.454, -0.809, -0.161, -0.144, -0.151, -0.110, -0.158, 0.100, 0.095, 0.086, 0.080, 0.088, -0.136, -0.555, -0.133, 1.026, -0.584, -0.152, -0.141, -0.566, -0.175, -0.127, 0.066, 0.075, 0.055, 0.094, 0.075, 0.080, 0.057, 0.123, 0.059, 0.051, 0.095, 0.049, 0.080, 0.063, 0.101, 0.090, 0.055, 0.072, 0.072, 0.069, 0.069]}

***

# 2
{"formula": "C40H66BrN2O5PbSb2Si2", "method": "ωB97M-V/def2-TZVPD", "orbital_gap_ev": 6.267, "total_energy_ha": -5876.05420, "relative_energy_kcal_mol": 0.0, "molar_mass_g_mol": 1241.8, "total_charge": -1, "elements": ["Pb", "C", "C", "C", "C", "C", "C", "N", "N", "Si", "C", "C", "C", "H", "H", "H", "H", "H", "H", "H", "H", "H", "H", "H", "H", "H", "H", "H", "C", "Sb", "C", "C", "C", "C", "C", "C", "C", "C", "C", "Sb", "C", "C", "H", "H", "H", "H", "H", "H", "H", "H", "H", "H", "H", "H", "H", "H", "H", "H", "H", "H", "H", "H", "O", "C", "C", "C", "C", "C", "O", "Si", "O", "O", "C", "C", "C", "C", "O", "C", "C", "C", "C", "H", "H", "H", "H", "H", "H", "H", "H", "H", "H", "H", "H", "H", "H", "H", "H", "H", "H", "H", "H", "H", "H", "H", "H", "H", "H", "H", "Br", "C", "C", "C", "C", "C", "C", "H", "H", "H", "H"], "positions_angstrom": [[-5.513, 15.601, 14.589], [-2.077, 14.107, 12.392], [-3.015, 13.106, 12.982], [-2.946, 11.738, 12.671], [-3.774, 10.833, 13.335], [-4.680, 11.301, 14.291], [-4.846, 12.736, 14.383], [-3.989, 13.612, 13.809], [-5.888, 13.296, 15.039], [-7.345, 12.448, 15.438], [-7.119, 11.357, 16.977], [-7.920, 11.456, 13.924], [-8.743, 13.561, 16.044], [-2.080, 13.939, 11.360], [-1.063, 14.043, 12.795], [-2.461, 15.078, 12.632], [-2.251, 11.451, 11.928], [-3.753, 9.758, 13.135], [-5.304, 10.578, 14.825], [-8.049, 10.766, 16.984], [-7.145, 11.930, 17.941], [-6.202, 10.733, 16.950], [-7.228, 11.557, 13.022], [-8.923, 11.794, 13.622], [-7.993, 10.406, 14.213], [-9.564, 12.890, 16.451], [-9.197, 14.095, 15.176], [-8.549, 14.263, 16.856], [-6.306, 16.528, 9.401], [-5.316, 17.391, 11.137], [-6.608, 19.164, 11.068], [-3.678, 18.296, 9.900], [-2.407, 17.556, 10.025], [-2.033, 16.652, 9.021], [-0.879, 15.916, 9.121], [-0.046, 16.055, 10.257], [-0.357, 16.961, 11.251], [-1.530, 17.781, 11.160], [-1.812, 18.760, 12.183], [-2.708, 17.819, 14.109], [-2.224, 19.603, 15.159], [-1.231, 16.713, 15.226], [-5.803, 15.602, 9.155], [-6.226, 17.334, 8.634], [-7.367, 16.355, 9.665], [-6.035, 19.990, 11.495], [-7.487, 19.009, 11.719], [-6.880, 19.323, 10.033], [-3.575, 19.340, 10.207], [-4.103, 18.168, 8.915], [-2.690, 16.644, 8.114], [-0.608, 15.250, 8.332], [0.860, 15.426, 10.266], [0.285, 17.142, 12.125], [-2.616, 19.472, 11.935], [-0.896, 19.306, 12.509], [-1.134, 19.657, 15.288], [-2.746, 19.583, 16.137], [-2.583, 20.455, 14.571], [-0.254, 17.233, 15.233], [-1.140, 15.689, 14.782], [-1.625, 16.621, 16.234], [-4.348, 22.167, 13.688], [-5.217, 22.624, 13.094], [-7.334, 19.495, 16.868], [-7.330, 18.545, 18.073], [-7.826, 17.162, 17.696], [-8.007, 19.021, 19.335], [-5.895, 18.384, 18.413], [-4.806, 17.278, 17.947], [-4.943, 16.847, 16.371], [-5.063, 16.068, 18.978], [-4.342, 14.823, 19.215], [-4.063, 14.867, 20.705], [-3.072, 14.873, 18.380], [-5.280, 13.662, 18.864], [-3.340, 17.935, 18.107], [-2.857, 18.988, 18.992], [-1.362, 18.797, 19.028], [-3.252, 20.341, 18.457], [-3.496, 18.841, 20.369], [-8.296, 19.593, 16.367], [-6.611, 19.154, 16.140], [-7.046, 20.555, 17.143], [-8.896, 17.233, 17.464], [-7.675, 16.422, 18.473], [-7.267, 16.778, 16.811], [-9.053, 19.281, 19.117], [-7.476, 19.902, 19.749], [-7.957, 18.201, 20.094], [-3.436, 15.770, 20.882], [-3.616, 13.912, 21.005], [-4.979, 14.982, 21.303], [-2.367, 15.645, 18.687], [-3.328, 15.140, 17.308], [-2.528, 13.943, 18.394], [-6.250, 13.830, 19.329], [-4.848, 12.682, 19.152], [-5.404, 13.628, 17.775], [-0.915, 18.632, 18.055], [-1.156, 17.878, 19.624], [-0.868, 19.622, 19.596], [-2.610, 20.683, 17.618], [-3.236, 21.075, 19.275], [-4.262, 20.251, 18.103], [-3.176, 17.924, 20.865], [-4.577, 18.805, 20.355], [-3.182, 19.733, 20.986], [-12.070, 16.277, 11.748], [-10.305, 16.333, 12.476], [-9.487, 15.202, 12.358], [-8.234, 15.201, 12.945], [-7.736, 16.254, 13.693], [-8.548, 17.361, 13.812], [-9.826, 17.416, 13.200], [-9.835, 14.348, 11.779], [-7.653, 14.283, 12.810], [-8.259, 18.288, 14.352], [-10.467, 18.268, 13.245]], "lowdin_charge": [1.201, -0.043, -0.307, -0.076, -0.092, -0.050, -0.494, 0.014, -0.205, 0.365, -0.195, -0.179, -0.170, 0.059, 0.089, 0.031, 0.082, 0.100, 0.082, 0.019, 0.020, 0.024, 0.052, 0.019, 0.014, 0.048, 0.020, 0.015, -0.341, 1.301, -0.305, -0.327, -0.298, -0.075, -0.116, -0.115, -0.071, -0.308, -0.309, 1.307, -0.343, -0.315, -0.016, 0.001, 0.001, -0.028, -0.011, -0.008, 0.049, 0.032, 0.121, 0.083, 0.101, 0.112, 0.035, 0.071, 0.013, -0.022, -0.019, 0.007, -0.003, -0.022, -0.008, 0.016, -0.027, -0.591, -0.055, -0.036, -0.134, -0.083, -0.552, -0.104, -0.607, -0.035, -0.034, -0.029, -0.115, -0.626, -0.030, -0.039, -0.032, 0.070, 0.072, 0.099, 0.097, 0.079, 0.058, 0.086, 0.089, 0.099, 0.077, 0.084, 0.089, 0.072, 0.088, 0.083, 0.086, 0.096, 0.065, 0.074, 0.088, 0.098, 0.075, 0.088, 0.074, 0.067, 0.074, 0.102, 0.661, -0.700, -0.159, -0.221, -0.347, -0.155, -0.141, 0.092, 0.078, 0.083, 0.079]}

***

# 3
{"formula": "C40H66O18", "method": "ωB97M-V/def2-TZVPD", "orbital_gap_ev": 9.694, "total_energy_ha": -2918.12906, "relative_energy_kcal_mol": 0.0, "smiles": "O=C1CCCO1.O=C1CCCO1.O=C1CCCO1.O=C1CCCO1.O=C1CCCO1.O=C1CCCO1.O=C1CCCO1.CC(C)=O.CC(C)=O.CC(C)=O.CC(C)=O", "molar_mass_g_mol": 835.0, "elements": ["C", "C", "O", "C", "H", "H", "H", "H", "H", "H", "C", "C", "O", "C", "H", "H", "H", "H", "H", "H", "C", "C", "O", "C", "H", "H", "H", "H", "H", "H", "C", "C", "O", "C", "H", "H", "H", "H", "H", "H", "O", "C", "O", "C", "C", "C", "H", "H", "H", "H", "H", "H", "O", "C", "O", "C", "C", "C", "H", "H", "H", "H", "H", "H", "O", "C", "O", "C", "C", "C", "H", "H", "H", "H", "H", "H", "O", "C", "O", "C", "C", "C", "H", "H", "H", "H", "H", "H", "O", "C", "O", "C", "C", "C", "H", "H", "H", "H", "H", "H", "O", "C", "O", "C", "C", "C", "H", "H", "H", "H", "H", "H", "O", "C", "O", "C", "C", "C", "H", "H", "H", "H", "H", "H"], "positions_angstrom": [[-4.570, -0.828, 2.311], [-5.363, -2.058, 2.069], [-5.308, -2.971, 2.907], [-6.303, -2.101, 0.909], [-3.895, -0.709, 1.472], [-4.084, -0.893, 3.279], [-5.268, 0.061, 2.398], [-5.856, -2.533, 0.003], [-6.674, -1.115, 0.628], [-7.222, -2.708, 1.073], [0.152, 1.035, -7.228], [0.030, 1.383, -5.756], [1.000, 1.521, -5.043], [-1.312, 1.691, -5.221], [-0.035, -0.050, -7.263], [1.166, 1.151, -7.591], [-0.533, 1.486, -7.950], [-2.131, 1.066, -5.546], [-1.568, 2.767, -5.546], [-1.240, 1.666, -4.123], [-1.157, 2.884, 3.192], [-0.620, 3.697, 2.077], [0.490, 3.544, 1.570], [-1.435, 4.785, 1.420], [-0.383, 2.379, 3.792], [-1.949, 2.175, 2.799], [-1.747, 3.413, 3.973], [-0.790, 5.421, 0.783], [-2.035, 5.321, 2.110], [-2.125, 4.247, 0.689], [1.700, 0.582, 0.635], [0.491, -0.026, 0.026], [0.573, -0.378, -1.163], [-0.686, -0.201, 0.869], [1.988, 0.113, 1.572], [1.478, 1.655, 0.799], [2.460, 0.509, -0.121], [-0.800, 0.785, 1.376], [-0.471, -0.934, 1.678], [-1.612, -0.338, 0.306], [0.553, -4.194, 2.420], [-0.205, -4.154, 3.369], [-1.144, -3.191, 3.397], [-2.018, -3.325, 4.511], [-1.923, -4.874, 4.814], [-0.463, -5.160, 4.432], [-3.075, -3.034, 4.217], [-1.632, -2.798, 5.375], [-2.600, -5.358, 4.070], [-2.110, -5.187, 5.816], [-0.293, -6.127, 4.007], [0.181, -5.052, 5.280], [2.553, -3.433, -2.421], [3.086, -2.393, -2.743], [4.354, -2.120, -2.331], [4.789, -0.845, -2.936], [3.484, -0.141, -3.338], [2.556, -1.329, -3.640], [5.454, -1.175, -3.770], [5.375, -0.232, -2.230], [3.665, 0.495, -4.191], [3.095, 0.482, -2.539], [2.658, -1.734, -4.704], [1.501, -1.134, -3.479], [-2.174, 3.771, -2.841], [-1.008, 3.998, -2.728], [-0.371, 5.079, -3.321], [0.949, 5.272, -2.693], [1.322, 3.849, -2.192], [-0.018, 3.204, -1.902], [0.962, 6.027, -1.899], [1.618, 5.622, -3.497], [1.915, 3.882, -1.254], [1.946, 3.303, -2.921], [-0.356, 3.441, -0.854], [-0.190, 2.168, -2.177], [2.143, -0.743, 3.761], [2.828, -1.674, 3.412], [2.754, -2.876, 3.961], [3.694, -3.864, 3.399], [4.264, -3.089, 2.261], [3.987, -1.653, 2.443], [3.013, -4.638, 3.114], [4.321, -4.210, 4.212], [3.760, -3.445, 1.358], [5.321, -3.298, 2.104], [3.829, -1.154, 1.476], [4.829, -1.087, 2.872], [5.570, 2.058, 0.302], [5.058, 2.517, 1.301], [4.158, 1.788, 1.935], [3.790, 2.278, 3.198], [4.154, 3.759, 3.206], [5.151, 3.855, 2.042], [4.294, 1.631, 3.998], [2.729, 2.139, 3.303], [4.658, 4.002, 4.123], [3.281, 4.385, 3.073], [6.195, 3.904, 2.417], [5.008, 4.653, 1.272], [-3.501, -2.533, -0.169], [-2.486, -2.995, -0.611], [-1.981, -2.628, -1.812], [-0.873, -3.408, -2.235], [-0.448, -4.198, -1.020], [-1.628, -4.068, -0.032], [-0.180, -2.717, -2.748], [-1.275, -4.107, -3.014], [0.486, -3.756, -0.568], [-0.214, -5.224, -1.245], [-1.386, -3.915, 1.037], [-2.231, -4.945, -0.072], [-2.341, 2.171, -0.038], [-3.201, 1.893, -0.804], [-4.338, 2.644, -0.786], [-5.302, 1.979, -1.634], [-4.497, 1.336, -2.742], [-3.286, 0.848, -1.849], [-6.026, 2.716, -2.010], [-5.831, 1.279, -1.045], [-4.130, 2.111, -3.449], [-5.054, 0.534, -3.287], [-2.314, 0.793, -2.283], [-3.543, -0.142, -1.403]], "lowdin_charge": [-0.025, -0.497, 0.027, -0.033, 0.061, 0.074, 0.111, 0.074, 0.069, 0.095, -0.019, -0.502, 0.065, -0.019, 0.091, 0.076, 0.083, 0.082, 0.137, 0.058, -0.022, -0.490, 0.014, -0.019, 0.090, 0.103, 0.090, 0.091, 0.062, 0.093, -0.009, -0.467, 0.037, 0.005, 0.059, 0.080, 0.074, 0.073, 0.112, 0.067, 0.093, -0.481, 0.002, -0.124, -0.114, -0.075, 0.124, 0.119, 0.131, 0.099, 0.121, 0.123, 0.091, -0.493, 0.006, -0.119, -0.146, -0.088, 0.131, 0.123, 0.104, 0.101, 0.158, 0.094, 0.114, -0.470, 0.003, -0.116, -0.138, -0.082, 0.118, 0.122, 0.114, 0.111, 0.116, 0.108, 0.090, -0.496, 0.015, -0.100, -0.172, -0.081, 0.103, 0.124, 0.130, 0.124, 0.123, 0.138, 0.093, -0.488, -0.004, -0.166, -0.132, -0.062, 0.151, 0.106, 0.104, 0.109, 0.130, 0.136, 0.092, -0.466, 0.011, -0.159, -0.130, -0.050, 0.112, 0.134, 0.123, 0.109, 0.107, 0.120, 0.098, -0.505, 0.029, -0.165, -0.114, -0.053, 0.132, 0.102, 0.110, 0.127, 0.099, 0.128]}